# CCl3F2P

A molecular structure, CCl3F2P (wB97M-V/def2-TZVPD, the OMol25 dataset).

The value obtained for the frontier orbital gap is 0.33066 Ha. The calculation puts the energy above the lowest of the compared OMol25 structures with the same formula, charge and spin at 49.74 kcal/mol. The LUMO energy comes out at -1.003 eV. The calculation puts the energy at -1959.74323 Eh.

The geometry in XYZ format:
```
7
CCl3F2P | the OMol25 dataset | wB97M-V/def2-TZVPD
C 2.106 0.078 0.679
Cl 2.679 1.528 -0.026
P -1.624 0.029 0.529
F -2.874 -0.689 0.056
F -1.943 1.307 -0.342
Cl -0.430 -0.944 -1.026
Cl 3.361 -0.940 0.331
```

=====

# C3H8N2O2

3 unconnected molecules or ions with the total composition C3H8N2O2 (wB97M-V/def2-TZVPD, the OMol25 dataset).

The value obtained for the frontier orbital gap is 0.13324 Ha. The calculation puts the energy above the lowest of the compared OMol25 structures with the same formula, charge and spin at 357.70 kcal/mol. The LUMO energy comes out at -4.767 eV. The calculation puts the energy at -378.57097 Eh.

The geometry in XYZ format:
```
15
C3H8N2O2 | the OMol25 dataset | wB97M-V/def2-TZVPD
H -1.733 -0.813 -0.635
C -1.152 -1.788 -0.523
C 0.271 -0.153 0.835
O -0.597 2.781 0.399
H 1.168 1.214 -1.159
H -0.917 3.551 0.922
O 1.225 2.140 -1.396
H -0.610 0.467 0.643
H -1.023 -2.654 -1.203
N -1.140 -2.226 0.857
H 0.568 2.553 -0.721
H 0.712 0.077 1.821
H 1.041 -2.026 -0.023
N 1.127 -0.581 -0.351
C 0.191 -1.740 0.485
```

=====

# C7H11N2S

A gas-phase ion, C7H11N2S (charge +1) (wB97M-V/def2-TZVPD, the OMol25 dataset).

Its SMILES is CC1=C[N@@H+](/C=C\S)C(C)=N1. The value obtained for the frontier orbital gap is 0.31753 Ha. The calculation puts the energy above the lowest of the compared OMol25 structures with the same formula, charge and spin at 64.70 kcal/mol. As for the total charge: +1. The LUMO energy comes out at -4.431 eV. The calculation puts the energy at -780.67682 Eh.

The geometry in XYZ format:
```
21
C7H11N2S | the OMol25 dataset | wB97M-V/def2-TZVPD
C 1.244 -0.582 -1.346
C -2.162 1.943 0.059
C 0.032 -0.770 0.795
S 2.240 1.430 0.445
H -2.389 2.244 -0.967
H 1.404 0.755 1.258
H -0.267 -1.778 -0.888
H -3.133 1.947 0.702
N -0.731 0.202 1.174
H 1.449 -2.336 1.090
H -0.228 -2.658 1.752
H -1.331 0.316 -2.119
C -1.061 0.112 -1.065
N -0.050 -0.877 -0.701
H 0.793 -1.284 2.444
H 2.956 0.434 -1.575
C 0.552 -1.919 1.579
H -1.492 2.664 0.570
C 2.148 0.339 -0.931
C -1.349 0.762 0.089
H 1.377 -0.944 -2.366
```

=====

# C42H34ClN2O2P2Pb

A molecular structure, C42H34ClN2O2P2Pb (wB97M-V/def2-TZVPD, the OMol25 dataset).

The value obtained for the frontier orbital gap is 0.27928 Ha. The calculation puts the energy above the lowest of the compared OMol25 structures with the same formula, charge and spin at 0.00 kcal/mol. As for the total charge: +1. The LUMO energy comes out at -2.767 eV. The calculation puts the energy at -3216.50707 Eh.

The geometry in XYZ format:
```
84
C42H34ClN2O2P2Pb | the OMol25 dataset | wB97M-V/def2-TZVPD
H -4.443 1.826 -4.258
H 1.311 -5.052 -0.122
C 3.419 -2.283 1.355
C 0.262 -4.840 -0.294
C 3.522 -3.150 3.596
H -6.948 1.855 -0.792
H 2.309 0.611 -1.954
C 3.350 -2.485 -4.124
C 1.434 -1.802 -2.847
H 3.643 -3.512 -0.914
C -4.552 1.874 -3.182
H -0.286 -6.902 -0.417
O -1.096 -0.959 -0.973
C 2.111 -1.860 -4.054
H -1.395 7.886 -0.018
H -3.328 -0.046 1.253
H -6.690 1.740 -3.243
P -2.048 2.199 -0.014
H -3.911 4.429 0.035
C -3.575 2.033 -0.988
C -5.960 1.890 -1.234
C 5.193 1.109 -0.252
C -0.548 4.623 -0.042
C 3.215 -3.027 -1.781
H 3.896 -1.767 0.530
C 4.586 1.310 1.001
C 4.337 0.843 -1.334
H -2.203 3.142 4.860
C -1.808 4.025 -0.012
C -2.780 6.243 0.021
H 6.948 1.050 -1.311
H -2.684 -6.430 -0.767
C -2.920 4.866 0.018
H 4.836 -3.601 -3.057
C -2.208 2.794 2.748
H 5.143 -2.145 2.620
C 1.993 -2.369 -1.698
C -2.023 -1.823 -0.672
H 0.461 -1.328 -2.779
H -3.794 -0.626 3.596
C 2.104 -2.735 1.228
C -3.030 1.224 4.379
H -3.473 -4.069 -0.883
H -2.441 1.987 -2.810
H 0.470 -3.698 2.241
P 1.040 -2.174 -0.153
H 4.734 0.691 -2.329
C 2.982 0.782 -1.125
C 3.889 -3.080 -2.994
H 7.126 1.404 0.367
C -0.177 -3.519 -0.357
H 2.746 1.364 2.075
C -1.528 -3.250 -0.600
Pb 0.047 0.342 0.689
H 0.600 6.426 -0.074
C 3.223 1.211 1.112
O -3.195 -1.565 -0.447
H 3.887 -2.520 -5.063
C -3.432 1.968 -2.373
C -2.428 -4.302 -0.727
H -4.968 2.042 0.656
H -3.658 6.873 0.046
C -1.516 6.811 -0.014
C -0.394 6.000 -0.046
Cl 0.895 3.655 -0.049
N 6.532 1.169 -0.406
C 4.123 -2.497 2.530
H 1.676 -1.419 -4.941
C -2.529 1.904 1.724
C 2.208 -3.582 3.489
N 2.411 0.937 0.080
C -2.459 2.450 4.069
H 4.076 -3.314 4.511
H 5.184 1.544 1.872
C -3.086 0.660 2.041
C -4.845 1.993 -0.417
C -1.986 -5.611 -0.658
H -3.227 0.966 5.411
H 1.733 -4.086 4.321
C -5.816 1.830 -2.612
H -1.781 3.762 2.515
C 1.499 -3.366 2.317
C -3.345 0.331 3.363
C -0.638 -5.879 -0.453
```

=====

# C5H6O2

2 unconnected molecules or ions with the total composition C5H6O2 (wB97M-V/def2-TZVPD, the OMol25 dataset).

The value obtained for the frontier orbital gap is 0.37820 Ha. The calculation puts the energy above the lowest of the compared OMol25 structures with the same formula, charge and spin at 31.94 kcal/mol. The LUMO energy comes out at 0.368 eV. The calculation puts the energy at -344.55100 Eh.

The geometry in XYZ format:
```
13
C5H6O2 | the OMol25 dataset | wB97M-V/def2-TZVPD
H 1.060 -1.129 -1.817
C -1.420 1.886 -2.015
H -0.735 0.718 2.119
H -0.858 -1.023 2.798
C -0.444 -0.854 0.745
H 1.994 0.324 -1.314
H -0.437 -1.925 0.509
H 1.931 -1.142 -0.275
C 1.371 -0.505 -0.973
O 0.071 1.302 -0.164
O -1.999 2.614 -1.358
C -0.755 -0.363 1.946
C 0.220 0.095 -0.200
```

=====

# C4H6N2S2

A single C4H6N2S2 molecule (wB97M-V/def2-TZVPD, the OMol25 dataset).

Its SMILES is N/C=C(/C=S)C(N)=S. The value obtained for the frontier orbital gap is 0.29727 Ha. The calculation puts the energy above the lowest of the compared OMol25 structures with the same formula, charge and spin at 20.11 kcal/mol. The LUMO energy comes out at -0.399 eV. The calculation puts the energy at -1061.88412 Eh.

The geometry in XYZ format:
```
14
C4H6N2S2 | the OMol25 dataset | wB97M-V/def2-TZVPD
H 1.565 -1.999 0.047
H 0.241 -3.099 0.108
S 3.108 -0.426 -0.181
H 1.889 1.551 0.455
C 1.683 0.444 0.084
N -1.834 1.504 -0.216
H -2.358 2.395 0.055
C -0.318 -1.208 -0.020
C 0.256 0.189 -0.027
H 0.038 2.366 0.066
S -1.970 -1.519 -0.092
C -0.507 1.384 -0.002
N 0.529 -2.171 -0.006
H -2.321 0.588 -0.274
```